(1)
This record from OMol25 describes the molecule C4H7NO. The level of theory is ωB97M-V with the def2-TZVPD basis set.

```
13
C4H7NO ωB97M-V with the def2-TZVPD basis set
C 1.607 1.133 0.117
N 0.345 -0.833 -0.526
C 0.364 0.619 -0.604
C -0.627 -1.481 -0.033
C -1.928 -0.978 0.526
O -2.721 -1.754 1.008
H 1.718 2.212 -0.026
H 2.499 0.632 -0.270
H 1.543 0.933 1.192
H -0.532 1.114 -0.207
H 0.432 0.871 -1.669
H -0.550 -2.571 0.011
H -2.150 0.104 0.480
```

Energy in eV: -7797.8002
Relative energy (zero: lowest compared OMol25 entry of this formula, charge and spin) in kcal per mole: 42.5
F_max in Eh/bohr: 0.0098
HOMO level in Eh: -0.3519
Total charge: 0
Gap between HOMO and LUMO in eV: 9.4



(2)
This record from OMol25 describes a cluster of 11 separate species, C40H78N2O27 in total. The level of theory is ωB97M-V with the def2-TZVPD basis set.

```
147
C40H78N2O27 ωB97M-V with the def2-TZVPD basis set
C 4.301 4.848 2.679
C 3.655 4.328 1.440
O 4.391 3.261 0.738
C 5.463 3.845 0.121
O 5.588 5.014 0.020
O 6.176 2.833 -0.393
C 7.244 3.423 -1.261
H 5.089 5.514 2.488
H 4.752 4.037 3.339
H 3.587 5.426 3.261
H 3.509 5.161 0.742
H 2.718 3.847 1.634
H 7.672 2.482 -1.718
H 7.935 3.939 -0.647
H 6.881 4.047 -2.076
C -2.985 -2.880 2.651
C -3.171 -4.179 2.008
O -2.214 -5.077 2.625
C -2.322 -6.391 2.798
O -3.232 -7.096 2.383
O -1.210 -6.698 3.522
C -1.008 -8.142 3.770
H -3.552 -2.082 2.240
H -1.958 -2.499 2.639
H -3.299 -2.963 3.718
H -2.865 -4.121 0.998
H -4.182 -4.558 2.083
H -1.083 -8.650 2.802
H -1.792 -8.573 4.414
H 0.025 -8.217 4.183
C 0.740 0.178 -5.665
C 0.603 -0.543 -4.351
O 0.217 0.436 -3.312
C 1.323 1.205 -2.989
O 2.400 1.020 -3.417
O 0.917 2.079 -2.098
C 1.891 3.056 -1.675
H 0.795 -0.589 -6.418
H 1.683 0.682 -5.563
H -0.014 0.932 -5.829
H 1.635 -0.957 -4.023
H -0.236 -1.302 -4.337
H 1.306 3.976 -1.567
H 2.660 3.052 -2.404
H 2.195 2.758 -0.672
C 1.893 -6.429 -1.661
C 0.659 -6.113 -2.444
O 0.295 -4.654 -2.554
C 0.095 -4.032 -1.370
O -0.067 -4.606 -0.298
O 0.189 -2.727 -1.621
C -0.220 -1.740 -0.598
H 1.802 -6.178 -0.624
H 2.708 -5.897 -2.085
H 2.175 -7.537 -1.736
H -0.126 -6.733 -2.018
H 0.791 -6.346 -3.461
H -0.436 -0.739 -1.061
H 0.548 -1.774 0.164
H -1.035 -2.166 -0.056
C -2.783 -4.537 -3.015
C -2.895 -3.065 -2.834
O -3.897 -2.760 -1.862
C -4.025 -1.491 -1.379
O -3.374 -0.545 -1.586
O -5.120 -1.530 -0.622
C -5.144 -0.362 0.231
H -3.754 -5.015 -3.148
H -2.247 -5.004 -2.264
H -2.155 -4.843 -3.846
H -3.315 -2.603 -3.817
H -1.964 -2.640 -2.571
H -4.230 -0.221 0.827
H -6.055 -0.429 0.811
H -5.301 0.541 -0.335
C -5.528 4.101 0.406
C -4.857 3.797 -0.854
O -5.603 2.613 -1.327
C -5.124 2.010 -2.414
O -4.114 2.401 -2.979
O -5.853 0.896 -2.824
C -5.270 0.214 -3.912
H -5.422 3.304 1.116
H -6.626 4.197 0.337
H -5.107 5.028 0.775
H -3.781 3.583 -0.802
H -4.883 4.612 -1.632
H -5.532 0.658 -4.915
H -5.677 -0.806 -3.789
H -4.216 0.050 -3.879
C 0.694 -3.651 3.423
C 1.315 -2.709 4.494
O 1.481 -3.366 5.715
C 2.728 -3.284 6.313
O 3.652 -2.638 5.855
O 2.750 -3.996 7.421
C 1.627 -4.885 7.706
H 0.309 -3.138 2.567
H -0.153 -4.162 3.835
H 1.438 -4.409 3.044
H 0.652 -1.926 4.551
H 2.270 -2.389 4.115
H 0.776 -4.204 7.741
H 1.887 -5.285 8.699
H 1.562 -5.681 6.963
C 3.936 5.270 -4.783
C 2.479 5.595 -4.880
O 1.699 4.429 -4.924
C 0.553 4.503 -4.280
O 0.058 5.433 -3.660
O 0.038 3.291 -4.483
C -1.380 3.101 -3.998
H 4.309 4.781 -5.650
H 4.183 4.592 -4.020
H 4.592 6.170 -4.717
H 2.263 6.205 -5.792
H 2.136 6.241 -4.084
H -1.473 2.007 -4.102
H -2.001 3.692 -4.644
H -1.333 3.351 -2.893
C -1.618 1.949 0.616
C -0.860 1.997 1.949
O 0.523 1.491 1.694
C 0.769 0.201 2.115
O -0.090 -0.598 2.371
O 2.062 -0.086 2.108
C 3.041 0.802 1.487
H -1.610 0.932 0.152
H -1.147 2.660 -0.070
H -2.694 2.300 0.703
H -1.338 1.474 2.750
H -0.687 3.014 2.353
H 3.991 0.368 1.619
H 3.015 1.753 1.984
H 2.655 0.834 0.461
C 3.512 0.439 6.928
C 3.597 1.179 5.674
N 3.601 1.798 4.695
H 2.693 -0.356 6.861
H 3.098 1.227 7.612
H 4.464 0.095 7.253
C -1.682 5.573 -0.684
C -0.596 5.517 0.270
N 0.284 5.359 0.970
H -2.507 5.105 -0.214
H -1.305 5.070 -1.557
H -1.869 6.624 -0.987
```

Energy in eV: -101005.5357
Relative energy (zero: lowest compared OMol25 entry of this formula, charge and spin) in kcal per mole: 0.9
F_max in Eh/bohr: 0.0815
HOMO level in Eh: -0.3829
Total charge: 0
Gap between HOMO and LUMO in eV: 10.9



(3)
This record from OMol25 describes a cluster of 2 separate species, C22H27FNO3 in total. The level of theory is ωB97M-V with the def2-TZVPD basis set.

```
54
C22H27FNO3 ωB97M-V with the def2-TZVPD basis set
C 0.150 -0.060 -4.128
N 1.511 -0.094 -4.069
O 2.191 0.955 -4.240
O 2.088 -1.215 -3.856
H -0.285 -1.019 -4.416
H -0.275 0.880 -4.463
C 3.687 -1.991 0.223
C 2.289 -2.608 0.128
C 2.178 -3.344 -1.206
C 2.110 -3.634 1.248
C 1.226 -1.495 0.247
C 0.376 -1.196 -0.777
C -0.580 -0.124 -0.727
C -1.361 0.192 -1.855
C -2.510 1.039 -1.785
C -3.372 1.083 -0.641
C -4.378 2.037 -0.584
F -5.161 2.099 0.545
C -4.627 2.943 -1.610
C -3.849 2.840 -2.772
C -2.838 1.893 -2.878
C -0.638 0.626 0.498
C 0.165 0.383 1.577
C 0.101 1.243 2.861
C -0.167 0.360 4.083
C -1.010 2.292 2.783
C 1.432 1.978 3.062
C 1.156 -0.699 1.489
O 1.945 -0.919 2.441
H 3.805 -1.487 1.185
H 4.447 -2.775 0.130
H 3.827 -1.267 -0.589
H 1.200 -3.833 -1.296
H 2.323 -2.666 -2.058
H 2.952 -4.123 -1.259
H 1.114 -4.086 1.185
H 2.862 -4.425 1.151
H 2.221 -3.149 2.220
H 0.410 -1.763 -1.709
H -1.153 -0.320 -2.797
H -3.239 0.386 0.185
H -5.408 3.694 -1.508
H -4.036 3.515 -3.606
H -2.228 1.807 -3.781
H -1.353 1.442 0.554
H 0.638 -0.371 4.199
H -0.218 0.982 4.986
H -1.120 -0.168 3.965
H -0.831 2.997 1.961
H -1.993 1.821 2.655
H -1.038 2.872 3.715
H 1.640 2.618 2.197
H 1.380 2.605 3.961
H 2.243 1.253 3.178
```

Energy in eV: -33599.7536
F_max in Eh/bohr: 0.0639
HOMO level in Eh: -0.1412
Total charge: -1
Gap between HOMO and LUMO in eV: 5.3



- Which value of F_max does entry 3 give?
  0.0639 Eh/bohr